Record 1
DFT (wB97M-V/def2-TZVPD) results for a molecular structure, C3H3BaO3 at a distorted geometry.

Last column: natural (NBO) charge in e.
Positions of all 10 atoms, in Å:
O 2.621 1.305 0.703  -0.45
Ba -2.391 1.058 0.400  1.98
O 0.411 0.966 0.614  -0.87
C 1.481 0.343 0.540  0.99
O 1.771 -0.819 0.545  -0.58
C 3.548 1.135 1.575  0.34
H 4.244 -0.894 1.104  0.26
H 3.669 1.976 2.263  0.23
C 4.106 -0.134 1.873  -0.13
H 4.470 -0.298 2.887  0.24

Properties
2S+1: 2
Charge: +2
E_HOMO (spin up / spin down) (eV): -16.98 / -17.24
Energy above the lowest of the compared OMol25 structures with the same formula, charge and spin (kcal/mol): 0.0


Record 2
DFT (wB97M-V/def2-TZVPD) results for a molecular structure, C10H23CdN9O6 at a distorted geometry.

Last column: natural (NBO) charge in e.
Positions of all 49 atoms, in Å:
O -0.364 -0.781 -3.924  -0.77
H 0.220 -0.360 -4.575  0.50
Cd 0.626 -0.236 -0.905  1.64
N 0.579 1.548 0.687  -0.26
N 2.185 1.469 -1.432  -0.23
N -1.142 -1.020 0.440  -0.20
N -0.100 -2.367 -1.545  -0.24
O -0.172 1.644 1.734  -0.67
O -1.741 -0.321 1.443  -0.59
O 0.056 -2.995 -2.747  -0.58
O 2.959 1.369 -2.431  -0.64
C 2.294 2.555 -0.616  0.05
C 1.502 2.532 0.566  0.12
C -1.346 -2.335 0.457  0.18
C -0.803 -3.067 -0.668  0.21
C 1.599 3.525 1.666  -0.66
H 1.708 3.011 2.630  0.23
H 0.683 4.132 1.718  0.23
H 2.452 4.191 1.524  0.21
C 3.232 3.647 -0.982  -0.66
H 3.120 3.910 -2.041  0.23
H 4.275 3.339 -0.822  0.22
H 3.041 4.537 -0.377  0.21
C -2.053 -3.039 1.565  -0.68
C -1.068 -4.501 -0.955  -0.68
H -2.623 -2.318 2.159  0.27
H -1.324 -3.536 2.224  0.24
H -2.726 -3.806 1.169  0.23
H -0.154 -4.992 -1.310  0.25
H -1.831 -4.608 -1.740  0.25
H -1.425 -5.018 -0.061  0.23
H -1.068 0.473 1.597  0.50
H -0.019 -2.200 -3.386  0.51
C -0.595 0.303 -2.735  -0.42
H 0.330 0.897 -2.616  0.26
H -1.148 -0.243 -1.951  0.24
H -1.341 0.986 -3.159  0.24
O -3.695 1.731 0.665  -0.97
H -3.024 1.062 0.934  0.48
H -3.194 2.561 0.603  0.47
N 3.064 -3.354 3.000  -0.60
N 3.011 -2.346 2.045  0.17
N 4.133 -1.978 1.386  -0.26
C 3.592 -1.254 0.386  0.15
N 2.261 -1.232 0.410  -0.40
N 1.875 -1.980 1.478  -0.05
H 2.256 -3.285 3.608  0.39
H 3.955 -3.310 3.479  0.40
H 4.200 -0.753 -0.360  0.25

Properties
E_HOMO (spin up / spin down) (eV): -5.77 / -5.78
Energy above the lowest of the compared OMol25 structures with the same formula, charge and spin (kcal/mol): 40.0


Record 3
DFT (wB97M-V/def2-TZVPD) results for 8 unconnected molecules or ions with the total composition H14NO10 at a distorted geometry.

Last column: natural (NBO) charge in e.
Positions of all 25 atoms, in Å:
N 0.983 -0.204 0.200  0.72
O 1.262 0.224 -0.912  -0.50
O 0.947 0.618 1.156  -0.54
O 0.044 -1.048 0.121  -0.57
O 0.314 -3.805 -0.766  -0.95
H 0.554 -4.340 0.006  0.45
H 0.439 -2.929 -0.469  0.49
O -1.960 1.248 1.734  -0.94
H -1.061 1.063 1.772  0.48
H -2.093 1.850 0.971  0.46
O 0.622 2.937 -1.252  -0.96
H 0.771 2.023 -0.940  0.48
H -0.221 3.200 -0.836  0.46
O 0.286 3.216 2.226  -0.97
H 0.641 2.411 1.896  0.49
H -0.348 3.081 2.913  0.47
O -0.810 -1.509 2.589  -0.98
H -0.298 -1.360 1.824  0.49
H -1.053 -2.419 2.735  0.46
O 2.273 -0.428 -3.415  -0.96
H 1.378 -0.292 -3.762  0.46
H 2.126 0.009 -2.553  0.49
O -1.572 -0.964 -2.002  -0.99
H -0.962 -0.965 -1.269  0.50
H -2.272 -1.606 -1.966  0.47

Properties
Charge: -1
E_HOMO (eV): -6.98
Energy above the lowest of the compared OMol25 structures with the same formula, charge and spin (kcal/mol): 46.7


Record 4
DFT (wB97M-V/def2-TZVPD) results for C5H11N in the gas phase.

Last column: natural (NBO) charge in e.
Positions of all 17 atoms, in Å:
C 2.431 -0.220 0.130  -0.60
C 1.174 -0.563 -0.647  -0.41
C -0.122 -0.367 0.126  -0.08
C -0.481 0.903 0.820  -0.26
N -1.097 0.545 -0.439  -0.40
C -2.488 0.151 -0.399  -0.41
H 2.360 0.793 0.542  0.20
H 2.599 -0.905 0.969  0.20
H 3.321 -0.249 -0.507  0.21
H 1.087 0.053 -1.547  0.22
H 1.227 -1.607 -0.981  0.20
H -0.528 -1.263 0.604  0.19
H 0.190 1.762 0.816  0.20
H -1.096 0.808 1.718  0.19
H -2.708 -0.500 -1.252  0.20
H -3.113 1.046 -0.480  0.20
H -2.757 -0.387 0.527  0.16

Properties
SMILES string: CC[C@H]1CN1C
E_HOMO (eV): -9.07
Energy above the lowest of the compared OMol25 structures with the same formula, charge and spin (kcal/mol): 29.2


Record 5
DFT (wB97M-V/def2-TZVPD) results for 2 unconnected molecules or ions with the total composition CH2NO5P at a distorted geometry.

Last column: natural (NBO) charge in e.
Positions of all 10 atoms, in Å:
C 1.679 0.382 0.043  0.37
N 0.984 1.437 -0.017  -0.33
O -2.124 -0.989 0.900  -1.16
O -2.631 -0.212 -1.476  -1.15
O 2.932 0.298 -0.032  -0.83
O -3.233 1.212 0.539  -1.15
O -0.427 1.184 0.052  -0.65
P -2.517 0.083 -0.027  2.44
H 1.123 -0.569 0.180  0.04
H -0.605 0.205 0.017  0.42

Properties
Charge: -2
E_HOMO (eV): -0.09
Energy above the lowest of the compared OMol25 structures with the same formula, charge and spin (kcal/mol): 34.6